# 1
Computed, not measured: C31H47BrN2P2Zn as an isolated structure, with ωB97M-V/def2-TZVPD.

For the HOMO-LUMO gap (alpha / beta), the calculation gives 3.845 / 3.853 eV. Its LUMO energy (alpha / beta) is -0.3007 / -0.3005 hartree. The calculation puts the HOMO energy (alpha / beta) at -12.03 / -12.03 eV.

Geometry as ORCA input:
```
! wB97M-V def2-TZVPD RIJCOSX def2/J DEFGRID3
* xyz 2 1
N -6.80 5.21 -5.32
C -6.57 5.77 -4.13
C -5.69 5.23 -3.19
C -4.99 4.03 -3.50
C -5.24 3.46 -4.77
C -6.17 4.08 -5.63
C -4.05 3.41 -2.58
Zn 0.47 -0.27 0.94
P 5.69 -0.91 0.23
C -3.21 2.42 -3.00
C -2.22 1.81 -2.17
C -1.05 1.31 -2.79
C 0.08 1.03 -2.01
C -0.04 1.10 -0.64
C -1.16 1.61 0.02
C -2.31 1.90 -0.76
Br 2.31 1.19 0.00
H -3.99 3.87 -1.59
H -3.13 2.20 -4.07
H -5.56 5.72 -2.22
H -4.76 2.54 -5.11
H -7.10 6.70 -3.90
H -6.39 3.66 -6.61
H -1.00 1.30 -3.89
H -3.22 2.32 -0.33
H 1.04 0.80 -2.48
H -1.19 1.76 1.11
P -0.40 -2.26 0.24
C 5.66 0.90 0.47
C 6.90 1.60 -0.12
H 5.61 1.09 1.55
H 4.72 1.29 0.03
H 6.87 2.67 0.11
H 7.82 1.19 0.30
H 6.95 1.49 -1.21
C 4.93 -1.30 -1.38
C 5.72 -2.43 -2.06
H 4.93 -0.39 -1.99
H 3.89 -1.58 -1.21
H 5.42 -2.54 -3.11
H 6.80 -2.23 -2.03
H 5.55 -3.39 -1.56
C 4.55 -1.61 1.45
C 5.35 -2.02 2.69
H 4.07 -2.49 1.00
H 3.77 -0.87 1.66
H 4.81 -2.75 3.28
H 6.31 -2.47 2.39
H 5.57 -1.16 3.33
C -0.33 -3.65 1.43
C -1.39 -4.75 1.32
H -0.34 -3.22 2.44
H 0.67 -4.08 1.30
H -2.36 -4.42 1.70
H -1.52 -5.11 0.29
H -1.08 -5.60 1.93
C 0.79 -2.70 -1.09
C 0.35 -2.62 -2.54
H 1.14 -3.71 -0.84
H 1.64 -2.01 -0.94
H -0.52 -3.27 -2.75
H 0.10 -1.59 -2.85
H 1.18 -2.97 -3.18
C -2.07 -2.31 -0.54
C -3.20 -1.92 0.41
H -2.22 -3.33 -0.94
H -2.05 -1.62 -1.40
H -4.07 -1.58 -0.18
H -3.55 -2.77 1.03
H -2.92 -1.10 1.09
C -2.21 1.31 6.61
C -1.47 0.87 5.37
C -0.57 1.71 4.71
C -0.01 1.32 3.50
N -0.23 0.10 2.93
C -1.07 -0.74 3.61
C -1.68 -0.39 4.80
H -1.52 1.61 7.41
H -2.87 2.17 6.43
H -2.85 0.51 7.00
H -0.35 2.69 5.12
H 0.64 2.01 2.95
H -1.27 -1.72 3.16
H -2.37 -1.10 5.28
*
```

---

# 2
Computed, not measured: C31H47ClO2P2Re as an isolated structure, with ωB97M-V/def2-TZVPD.

For the HOMO-LUMO gap (alpha / beta), the calculation gives 1.982 / 1.974 eV. Its LUMO energy (alpha / beta) is -0.3329 / -0.3327 hartree. The calculation puts the HOMO energy (alpha / beta) at -11.04 / -11.03 eV.

Geometry as ORCA input:
```
! wB97M-V def2-TZVPD RIJCOSX def2/J DEFGRID3
* xyz 2 4
Re 0.52 2.50 -0.88
C 0.94 1.57 0.99
C 2.06 2.36 0.54
C 0.22 3.77 0.76
C -0.20 2.44 1.11
C 1.62 3.72 0.42
C 0.99 0.11 1.29
H 1.46 -0.44 0.47
H -0.02 -0.29 1.48
H 1.57 -0.11 2.20
C -1.59 2.07 1.49
H -1.62 1.11 2.02
H -2.23 1.99 0.60
H -2.03 2.84 2.13
C -0.59 5.02 0.78
H -0.43 5.59 1.71
H -1.65 4.81 0.69
H -0.29 5.68 -0.04
C 2.44 4.91 0.05
H 2.71 5.49 0.95
H 1.89 5.59 -0.61
H 3.36 4.61 -0.44
C 3.45 1.88 0.27
H 4.09 2.04 1.15
H 3.89 2.42 -0.57
H 3.46 0.81 0.05
C -1.34 -3.75 0.74
C -0.12 -3.94 1.26
C 1.18 -3.92 0.50
C 1.16 -4.59 -0.93
C 0.88 -3.73 -2.08
C 0.46 -2.38 -1.98
C -0.62 -2.04 -0.95
C -1.59 -3.20 -0.64
H 1.92 -4.48 1.11
H 0.48 -5.46 -0.89
H 1.58 -2.89 0.42
H -1.51 -3.98 -1.41
H -2.23 -3.91 1.35
H -0.01 -4.10 2.34
H -2.63 -2.83 -0.67
H -0.15 -1.70 -0.02
H 1.32 -1.67 -1.89
H -1.24 -1.18 -1.27
H 2.17 -5.04 -1.06
H 1.21 -4.10 -3.05
P -0.05 -1.17 -3.58
P 0.42 3.09 -3.05
C 0.52 0.48 -4.11
C -0.44 1.64 -3.81
H 0.72 0.44 -5.20
H 1.49 0.61 -3.63
H -0.94 1.99 -4.73
H -1.23 1.34 -3.10
C -0.49 4.60 -3.46
H -0.23 5.36 -2.71
H -1.56 4.42 -3.43
H -0.19 4.97 -4.46
C 2.03 3.31 -3.87
H 1.90 3.81 -4.83
H 2.55 2.36 -4.02
H 2.66 3.94 -3.23
C -1.86 -1.30 -3.70
H -2.21 -2.16 -3.12
H -2.13 -1.45 -4.75
H -2.35 -0.39 -3.33
C 0.49 -2.25 -4.95
H 1.55 -2.10 -5.16
H -0.09 -1.99 -5.85
H 0.30 -3.31 -4.71
Cl -1.45 -2.33 9.80
C -1.67 -2.22 8.11
C -2.22 -3.30 7.40
C -2.36 -3.21 6.01
C -1.94 -2.07 5.31
C -1.42 -0.99 6.04
C -1.28 -1.05 7.43
C -2.03 -2.03 3.78
O -2.69 -2.99 3.31
O -1.44 -1.07 3.22
H -2.53 -4.20 7.93
H -2.80 -4.05 5.47
H -1.11 -0.09 5.51
H -0.87 -0.21 7.99
*
```

---

# 3
Computed, not measured: C31H47GaNO29P2 as an isolated structure, with ωB97M-V/def2-TZVPD.

For the HOMO-LUMO gap, the calculation gives 5.719 eV. Its LUMO energy is 0.0703 hartree. The calculation puts the HOMO energy at -3.81 eV.

Geometry as ORCA input:
```
! wB97M-V def2-TZVPD RIJCOSX def2/J DEFGRID3
* xyz -1 1
C -1.17 -1.20 2.57
C -0.22 -1.46 1.22
P -0.67 -0.26 -0.23
C -2.53 0.14 -0.05
Ga 0.71 1.60 0.08
N 0.43 3.05 -1.18
C -0.11 2.46 -2.31
O -0.67 1.91 -3.41
P 0.65 2.49 2.25
O 2.04 3.28 2.45
H -0.76 -1.93 3.42
H -1.05 -0.11 3.00
H -2.31 -1.47 2.35
H -0.40 -2.58 0.89
H 0.92 -1.24 1.50
H -2.79 0.81 0.87
H -2.99 0.55 -1.07
H -3.08 -0.90 0.12
H 2.24 1.08 -0.17
H -0.40 3.50 2.44
H 0.56 1.46 3.28
C -1.64 -0.31 7.43
C -0.37 0.13 6.76
O -0.76 0.31 5.41
C -2.11 0.54 5.42
O -2.75 0.91 4.44
O -2.64 0.30 6.65
H -1.69 0.01 8.47
H -1.77 -1.40 7.39
H 0.00 1.08 7.15
H 0.42 -0.62 6.84
C 6.11 -0.36 -1.07
C 6.39 0.53 0.10
O 5.28 0.31 0.95
C 4.78 -0.92 0.63
O 3.93 -1.51 1.28
O 5.36 -1.42 -0.50
H 7.03 -0.74 -1.53
H 5.51 0.13 -1.84
H 7.30 0.25 0.63
H 6.45 1.58 -0.19
C 6.15 -4.46 3.22
C 6.40 -4.00 1.82
O 7.68 -4.53 1.52
C 7.86 -5.60 2.35
O 8.78 -6.40 2.25
O 6.88 -5.67 3.30
H 5.09 -4.63 3.42
H 6.55 -3.76 3.97
H 5.67 -4.41 1.11
H 6.40 -2.91 1.74
C 4.79 -5.11 -2.36
C 3.91 -6.27 -2.04
O 2.97 -5.74 -1.13
C 2.93 -4.39 -1.35
O 2.10 -3.64 -0.86
O 3.92 -4.00 -2.20
H 5.18 -5.15 -3.38
H 5.62 -5.00 -1.66
H 3.38 -6.65 -2.92
H 4.47 -7.10 -1.58
C 2.23 6.59 -3.01
C 2.63 5.19 -2.67
O 3.50 4.84 -3.73
C 4.00 6.01 -4.23
O 4.91 6.08 -5.04
O 3.34 7.09 -3.72
H 2.03 7.19 -2.11
H 1.35 6.63 -3.66
H 3.18 5.13 -1.72
H 1.78 4.51 -2.63
C -2.64 2.07 -6.34
C -1.37 2.51 -7.00
O -1.76 2.69 -8.35
C -3.11 2.92 -8.35
O -3.75 3.29 -9.32
O -3.65 2.69 -7.11
H -2.70 2.40 -5.29
H -2.78 0.98 -6.38
H -1.00 3.46 -6.61
H -0.58 1.76 -6.93
C -7.48 1.11 -0.56
C -7.24 1.57 -1.96
O -5.96 1.04 -2.26
C -5.78 -0.04 -1.44
O -4.86 -0.83 -1.54
O -6.75 -0.10 -0.48
H -8.54 0.94 -0.36
H -7.09 1.81 0.18
H -7.97 1.16 -2.67
H -7.23 2.66 -2.05
C -3.33 -5.36 0.04
C -4.16 -4.16 0.36
O -3.54 -3.62 1.51
C -2.24 -4.06 1.49
O -1.37 -3.65 2.24
O -2.05 -5.00 0.53
H -3.29 -5.56 -1.04
H -3.67 -6.25 0.56
H -4.14 -3.41 -0.44
H -5.21 -4.42 0.57
C -4.67 3.75 3.22
C -3.41 4.19 2.55
O -3.80 4.38 1.20
C -5.14 4.61 1.21
O -5.78 4.97 0.23
O -5.68 4.37 2.44
H -4.73 4.08 4.26
H -4.81 2.67 3.18
H -3.04 5.14 2.94
H -2.62 3.44 2.63
*
```

---

# 4
Computed, not measured: a 7-piece molecular cluster, C31H47N3O4 overall, with ωB97M-V/def2-TZVPD.

For the HOMO-LUMO gap, the calculation gives 9.993 eV. As for the structure (SMILES): c1ccncc1.c1ccncc1.c1ccncc1.C1CCOC1.C1CCOC1.C1CCOC1.C1CCOC1. Its LUMO energy is 0.0199 hartree. The calculation puts the HOMO energy at -9.45 eV.

Geometry as ORCA input:
```
! wB97M-V def2-TZVPD RIJCOSX def2/J DEFGRID3
* xyz 0 1
C -1.61 3.06 -4.51
C -0.15 3.55 -4.49
C 0.68 2.26 -4.42
O -0.15 1.22 -4.91
C -1.53 1.55 -4.86
H -2.23 3.57 -5.24
H -2.09 3.17 -3.53
H 0.08 4.29 -3.72
H 0.02 4.04 -5.45
H 0.97 2.03 -3.39
H 1.49 2.40 -5.14
H -2.13 0.92 -4.20
H -1.88 1.47 -5.89
C -0.91 -1.57 -0.90
C -0.73 -0.23 -1.60
C 0.65 0.17 -1.10
O 0.58 -0.21 0.30
C -0.28 -1.35 0.46
H -0.41 -2.41 -1.38
H -1.96 -1.85 -0.92
H -1.39 0.49 -1.11
H -0.79 -0.33 -2.68
H 0.84 1.25 -1.09
H 1.42 -0.35 -1.67
H -0.99 -1.07 1.24
H 0.30 -2.23 0.76
C -0.80 -1.97 4.66
C 0.24 -0.91 4.48
C -0.19 0.24 5.41
O -1.56 -0.04 5.77
C -2.05 -1.19 5.09
H -0.55 -2.75 5.39
H -0.97 -2.54 3.74
H 0.36 -0.60 3.44
H 1.21 -1.29 4.82
H -0.18 1.18 4.85
H 0.45 0.26 6.29
H -2.72 -1.01 4.24
H -2.50 -1.83 5.84
C 6.33 0.41 -1.30
C 6.01 -1.00 -0.87
C 4.50 -1.09 -0.98
O 4.10 0.06 -1.72
C 5.22 0.72 -2.30
H 7.33 0.55 -1.72
H 6.20 1.12 -0.47
H 6.38 -1.21 0.14
H 6.60 -1.64 -1.52
H 3.91 -1.13 -0.06
H 4.19 -2.03 -1.47
H 5.00 1.78 -2.39
H 5.36 0.25 -3.28
N -4.87 -1.19 -4.00
C -4.42 -0.69 -2.85
C -4.46 -1.40 -1.65
C -5.03 -2.65 -1.63
C -5.51 -3.17 -2.84
C -5.48 -2.36 -3.97
H -3.98 0.30 -2.89
H -4.17 -0.91 -0.73
H -4.94 -3.22 -0.71
H -5.96 -4.15 -2.88
H -5.96 -2.79 -4.84
N -3.33 1.88 0.29
C -2.56 1.88 1.37
C -2.88 1.27 2.58
C -4.08 0.60 2.66
C -4.91 0.57 1.54
C -4.49 1.21 0.38
H -1.63 2.44 1.31
H -2.23 1.43 3.43
H -4.38 0.09 3.57
H -5.84 0.03 1.68
H -5.18 1.41 -0.43
N 5.68 0.71 3.50
C 5.01 1.15 2.43
C 3.72 0.76 2.10
C 3.22 -0.35 2.75
C 3.85 -0.86 3.87
C 5.08 -0.28 4.19
H 5.49 1.97 1.89
H 3.17 1.13 1.24
H 2.31 -0.78 2.35
H 3.46 -1.60 4.55
H 5.63 -0.59 5.07
*
```

---

# 5
Computed, not measured: C31H47N4O4P3PtS2 as an isolated structure, with ωB97M-V/def2-TZVPD.

For the HOMO-LUMO gap (alpha / beta), the calculation gives 6.298 / 6.160 eV. Its LUMO energy (alpha / beta) is -0.0065 / -0.0062 hartree. The calculation puts the HOMO energy (alpha / beta) at -6.47 / -6.33 eV.

Geometry as ORCA input:
```
! wB97M-V def2-TZVPD RIJCOSX def2/J DEFGRID3
* xyz 0 1
Pt 0.28 -0.53 -0.21
C 3.47 0.44 2.87
N 3.08 -0.10 1.59
C 3.26 -1.53 1.49
P 3.24 0.77 0.18
O 2.55 0.19 -0.97
O 2.71 2.22 0.65
P 1.47 2.98 -0.14
O 0.32 2.12 -0.37
N 2.10 3.61 -1.55
C 3.10 4.65 -1.51
C 2.26 2.68 -2.64
N 1.21 4.27 0.87
C -0.17 4.63 1.14
C 2.15 4.78 1.84
N 4.84 1.13 -0.25
C 5.69 1.83 0.69
C 5.51 0.04 -0.93
H 2.79 0.04 3.63
H 3.39 1.52 2.85
H 4.49 0.15 3.15
H 2.63 -2.03 2.22
H 4.30 -1.83 1.67
H 2.96 -1.86 0.50
H 2.82 5.38 -0.76
H 3.11 5.14 -2.49
H 4.10 4.27 -1.29
H 1.48 1.92 -2.57
H 3.23 2.18 -2.62
H 2.15 3.22 -3.59
H -0.80 4.19 0.37
H -0.28 5.71 1.12
H -0.51 4.26 2.12
H 3.16 4.50 1.56
H 1.94 4.39 2.85
H 2.07 5.87 1.88
H 5.12 2.62 1.18
H 6.52 2.27 0.14
H 6.11 1.16 1.45
H 4.78 -0.47 -1.56
H 5.94 -0.68 -0.22
H 6.31 0.43 -1.55
C -2.95 2.20 -0.27
C -3.84 1.40 -1.15
C -4.97 1.98 -1.71
C -5.85 1.25 -2.50
C -5.60 -0.09 -2.73
C -4.47 -0.69 -2.20
C -3.59 0.04 -1.40
P -2.12 -0.75 -0.63
C -2.23 -2.43 -1.34
C -1.82 -2.42 -2.68
C -1.76 -3.57 -3.44
C -2.08 -4.77 -2.84
C -2.49 -4.80 -1.53
C -2.59 -3.65 -0.75
C -3.06 -3.78 0.66
C -2.68 -0.73 1.11
C -4.03 -0.83 1.43
C -4.45 -0.84 2.74
C -3.50 -0.79 3.76
C -2.16 -0.67 3.44
C -1.72 -0.60 2.12
C -0.29 -0.33 1.83
H -3.01 3.26 -0.52
H -1.91 1.87 -0.36
H -3.24 2.08 0.77
H -5.17 3.03 -1.52
H -6.73 1.72 -2.91
H -6.28 -0.68 -3.33
H -4.30 -1.74 -2.39
H -1.53 -1.47 -3.12
H -1.45 -3.53 -4.47
H -2.02 -5.69 -3.41
H -2.74 -5.75 -1.07
H -3.19 -4.83 0.92
H -4.01 -3.26 0.81
H -2.33 -3.35 1.35
H -4.77 -0.89 0.63
H -5.50 -0.90 2.98
H -3.82 -0.84 4.79
H -1.43 -0.62 4.24
H 0.35 -0.94 2.48
H -0.07 0.73 2.02
C 0.82 -6.08 -0.27
O 1.10 -4.94 -1.06
C 0.85 -3.74 -0.52
S 0.34 -3.55 1.05
S 1.16 -2.45 -1.57
H 1.21 -6.93 -0.83
H -0.26 -6.18 -0.12
H 1.30 -6.01 0.71
*
```

---

| no. | calculated total energy (Ha) |
| --- | --- |
| 1 | -6354.4005 |
| 2 | -2580.2024 |
| 3 | -6053.6560 |
| 4 | -1674.5261 |
| 5 | -3669.3303 |